one:
17
Properties=species:S:1:pos:R:3:mulliken_charge:R:1 method="wB97M-V/def2-TZVPD" homo_lumo_gap_ev="6.2 / 6.7" charge=0 e_homo_ev="-5.448 / -9.534" e_lumo_ev="0.75 / -2.86" spin_multiplicity=3
C -2.205 -1.909 -1.754 0.1740
C -1.272 -1.288 -1.319 -0.8816
C 0.815 1.497 0.048 -0.2411
C 0.002 -0.607 -0.686 -0.0105
C 2.273 -0.398 -0.128 -0.3172
C -0.497 0.706 -0.036 0.2365
C -0.985 0.570 1.441 -1.2074
N 2.010 0.987 0.089 -0.4249
N 1.172 -1.079 -0.867 -0.3429
H -3.054 -2.393 -1.945 0.5440
H 0.642 2.538 0.285 0.4339
H 3.307 -0.363 -0.624 0.2710
H 2.303 -0.950 0.790 0.3035
H -1.301 1.159 -0.672 0.3949
H -0.236 -0.054 1.908 0.3315
H -1.944 0.098 1.507 0.3568
H -1.029 1.484 1.965 0.3796



two:
17
Properties=species:S:1:pos:R:3:mulliken_charge:R:1 method="wB97M-V/def2-TZVPD" homo_lumo_gap_ev="5.8 / 7.3" charge=0 e_homo_ev="-4.757 / -8.497" e_lumo_ev="1.07 / -1.17" spin_multiplicity=3
C -0.883 0.690 -0.082 -0.0835
C -0.984 -0.587 -0.614 0.1598
C 1.117 0.101 1.283 -0.5902
C 1.098 -1.131 0.783 -0.2814
C 1.294 0.539 -0.980 -0.7973
C 0.581 1.136 0.249 0.1499
C 0.354 -1.205 -0.547 -0.5596
N -2.208 0.701 0.458 -0.3338
N -2.272 -0.649 -0.070 -0.2877
H 1.775 0.397 2.088 0.3577
H 1.236 -1.977 1.460 0.3394
H 1.126 0.877 -2.058 0.2506
H 2.400 0.421 -0.958 0.2972
H 0.718 2.241 0.398 0.3722
H 0.622 -2.110 -1.014 0.4560
H -2.970 1.393 0.278 0.2617
H -3.004 -0.836 -0.673 0.2889



Stability check: which of them is least stable? two.



one:
7
Properties=species:S:1:pos:R:3:mulliken_charge:R:1 method="wB97M-V/def2-TZVPD" homo_lumo_gap_ev="6.6 / 6.6" charge=0 e_homo_ev="-9.378 / -9.378" e_lumo_ev="-2.77 / -2.77" spin_multiplicity=1
C 0.201 1.074 0.304 0.1163
C -0.656 -0.005 -0.015 -0.3210
O -0.179 2.187 0.632 -0.4563
S 1.333 -2.880 -0.402 -0.1705
S -0.299 -1.708 -0.549 0.1138
H 1.247 1.087 0.058 0.3531
H -1.647 0.245 -0.029 0.3645



two:
7
Properties=species:S:1:pos:R:3:mulliken_charge:R:1 method="wB97M-V/def2-TZVPD" homo_lumo_gap_ev=7.0 charge=0 e_homo_ev=-9.449 smiles="OC(=S)C=S" e_lumo_ev=-2.45 spin_multiplicity=1
O -0.163 1.484 0.025 -0.4128
C -0.573 0.136 0.174 0.2792
S -2.264 -0.310 -0.067 -0.1652
C 0.701 -0.723 0.106 0.0231
S 2.229 -0.189 -0.063 -0.2781
H 0.907 1.433 -0.042 0.3040
H 0.188 -1.809 0.242 0.2498



Stability check: which of them is least stable? one.



one:
19
Properties=species:S:1:pos:R:3:mulliken_charge:R:1 method="wB97M-V/def2-TZVPD" homo_lumo_gap_ev=9.8 charge=+1 e_homo_ev=-13.557 smiles="C=C([NH3+])CCCO" e_lumo_ev=-3.79 spin_multiplicity=1
C -2.019 -0.975 0.323 -0.9055
C -0.765 -1.084 -0.064 0.3354
N -0.069 -2.382 0.254 -0.2709
C 0.087 -0.101 -0.779 -0.9938
C 1.068 0.702 0.111 -0.3475
C 1.057 2.210 -0.097 -0.6673
O 0.129 2.885 0.738 -0.5194
H -2.585 -0.072 0.135 0.2880
H -2.572 -1.752 0.839 0.3051
H 0.149 -2.471 1.255 0.3844
H 0.831 -2.410 -0.233 0.3892
H -0.616 -3.175 -0.087 0.3662
H -0.476 0.568 -1.433 0.5077
H 0.666 -0.655 -1.542 0.4132
H 0.912 0.431 1.155 0.3718
H 2.096 0.353 -0.040 0.3626
H 0.859 2.424 -1.146 0.3430
H 2.020 2.612 0.205 0.3339
H -0.773 2.891 0.406 0.3039



two:
19
Properties=species:S:1:pos:R:3:mulliken_charge:R:1 method="wB97M-V/def2-TZVPD" homo_lumo_gap_ev=10.5 charge=+1 e_homo_ev=-13.759 e_lumo_ev=-3.25 spin_multiplicity=1
C 0.553 -1.485 -0.805 -0.6853
C 1.490 -0.708 0.059 -0.3483
C -0.714 -0.078 -0.133 0.3439
C -1.755 -0.793 0.743 -1.1858
C 0.851 1.894 0.019 -1.0058
N 0.577 0.492 0.412 0.1403
O -1.206 0.542 -1.215 -0.4948
H 0.532 -1.511 -1.919 0.2589
H 0.361 -2.434 -0.489 0.3625
H 1.712 -1.174 0.963 0.3523
H 2.386 -0.515 -0.445 0.3392
H -1.197 -1.721 1.248 0.3035
H -2.551 -1.285 0.108 0.3363
H -2.194 -0.089 1.397 0.4157
H 0.497 1.943 -1.058 0.3835
H 0.234 2.636 0.486 0.3902
H 1.785 2.303 0.307 0.3939
H 0.405 0.675 1.347 0.3463
H -1.767 1.311 -1.025 0.3534



Stability check: which of them is least stable? two.